## P
{
  "formula": "C4H10N",
  "method": "wB97M-V/def2-TZVPD",
  "lumo_energy_ev": -6.0,
  "orbital_gap_ha": 0.272,
  "homo_ev": -13.4,
  "charge": 1,
  "elements": ["C", "N", "H", "H", "H", "H", "C", "C", "C", "H", "H", "H", "H", "H", "H"],
  "positions_angstrom": [[1.80, -2.14, -0.31], [2.11, -1.10, 0.35], [0.99, -2.77, 0.06], [2.42, -2.42, -1.16], [2.74, -0.38, 0.00], [1.45, -0.77, 1.06], [-1.97, 2.18, -0.35], [-0.99, 1.06, -0.25], [-1.13, 0.01, 0.54], [-1.68, 3.06, 0.21], [-2.11, 2.47, -1.39], [-2.95, 1.90, 0.07], [-0.07, 1.19, -0.82], [-0.50, -0.86, 0.48], [-2.08, -0.11, 1.07]]
}

## Q
{
  "formula": "C4H10N",
  "method": "wB97M-V/def2-TZVPD",
  "lumo_energy_ev": -6.6,
  "orbital_gap_ha": 0.263,
  "homo_ev": -13.8,
  "charge": 1,
  "elements": ["C", "N", "H", "H", "H", "H", "C", "C", "C", "H", "H", "H", "H", "H", "H"],
  "positions_angstrom": [[-2.23, 0.45, -0.65], [-1.44, 1.35, 0.02], [-1.58, -0.32, -0.97], [-3.34, 0.73, -0.57], [-0.52, 0.96, -0.15], [-1.77, 1.58, 0.98], [1.77, 0.50, -0.19], [0.87, -0.63, 0.44], [0.67, -1.95, 0.29], [2.42, 1.01, 0.55], [2.30, 0.14, -1.11], [1.05, 1.28, -0.57], [0.69, -0.38, 1.56], [-0.13, -2.30, 0.94], [1.22, -2.42, -0.59]]
}

## R
{
  "formula": "C4H10N",
  "method": "wB97M-V/def2-TZVPD",
  "lumo_energy_ev": [-4.8, -7.8],
  "orbital_gap_ha": [0.411, 0.197],
  "homo_ev": [-16.0, -13.1],
  "charge": 1,
  "elements": ["C", "C", "C", "C", "N", "H", "H", "H", "H", "H", "H", "H", "H", "H", "H"],
  "positions_angstrom": [[1.21, -0.76, -0.73], [1.67, 0.58, -0.28], [0.17, -0.49, 1.59], [-2.46, 0.70, -0.94], [0.46, -0.02, 0.26], [0.79, -0.99, -1.64], [1.54, -1.73, -0.37], [2.35, 0.82, 0.52], [1.42, 1.53, -0.80], [-0.83, -0.77, 1.46], [1.01, -1.19, 1.78], [0.10, 0.32, 2.19], [-2.96, 1.32, -0.31], [-2.42, 0.90, -2.04], [-2.07, -0.22, -0.69]]
}

## S
{
  "formula": "C4H10N",
  "method": "wB97M-V/def2-TZVPD",
  "lumo_energy_ev": -6.2,
  "orbital_gap_ha": 0.216,
  "homo_ev": -12.1,
  "charge": 1,
  "elements": ["C", "N", "H", "H", "H", "H", "C", "C", "C", "H", "H", "H", "H", "H", "H"],
  "positions_angstrom": [[1.72, -0.39, -2.75], [2.82, -0.99, -2.56], [1.73, 0.61, -3.17], [0.82, -0.99, -2.67], [2.85, -1.93, -2.19], [3.72, -0.67, -2.92], [-1.60, 0.48, 3.13], [-1.99, 0.26, 1.70], [-1.38, 0.69, 0.60], [-2.12, -0.25, 3.75], [-1.75, 1.49, 3.49], [-0.54, 0.27, 3.29], [-2.78, -0.46, 1.55], [-1.79, 0.46, -0.37], [-0.49, 1.31, 0.67]]
}

Relative to the most stable structure, the computed energies are P 0.0; Q 50.7; R 99.6; S 5.3, all in kcal/mol.

## P
{
  "formula": "C4H10N",
  "method": "wB97M-V/def2-TZVPD",
  "lumo_energy_ev": [-4.0, -7.2],
  "orbital_gap_ha": [0.399, 0.206],
  "homo_ev": [-14.8, -12.8],
  "charge": 1,
  "elements": ["C", "C", "C", "C", "N", "H", "H", "H", "H", "H", "H", "H", "H", "H", "H"],
  "positions_angstrom": [[-1.91, -1.11, -0.27], [-1.20, -0.09, 0.29], [0.29, 1.78, 0.14], [2.03, -1.41, -0.01], [-0.17, 0.54, -0.17], [-2.88, -1.29, 0.15], [-1.91, -1.59, -1.24], [-1.55, 0.26, 1.33], [0.30, 1.97, 1.28], [1.25, 2.03, -0.32], [-0.48, 2.56, -0.14], [1.49, -2.01, 0.70], [1.93, -1.33, -1.06], [2.65, -0.63, 0.50], [0.16, 0.34, -1.17]]
}

## Q
{
  "formula": "C4H10N",
  "method": "wB97M-V/def2-TZVPD",
  "lumo_energy_ev": -5.6,
  "orbital_gap_ha": 0.292,
  "homo_ev": -13.6,
  "charge": 1,
  "elements": ["C", "N", "H", "H", "H", "H", "C", "C", "C", "H", "H", "H", "H", "H", "H"],
  "positions_angstrom": [[1.34, -0.86, -2.67], [0.79, 0.11, -2.08], [1.71, -1.70, -2.10], [1.49, -0.84, -3.74], [0.39, 0.86, -2.64], [0.39, 0.08, -1.12], [-0.17, 0.78, 2.42], [-1.24, 0.29, 1.51], [-1.00, -0.44, 0.43], [-0.22, 0.30, 3.39], [0.87, 0.73, 2.08], [-0.33, 1.82, 2.68], [-2.24, 0.61, 1.78], [-1.76, -0.86, -0.23], [-0.02, -0.89, 0.30]]
}

## R
{
  "formula": "C4H10N",
  "method": "wB97M-V/def2-TZVPD",
  "lumo_energy_ev": -6.3,
  "orbital_gap_ha": 0.221,
  "homo_ev": -12.3,
  "charge": 1,
  "elements": ["C", "N", "H", "H", "H", "H", "C", "C", "C", "H", "H", "H", "H", "H", "H"],
  "positions_angstrom": [[0.25, -2.78, -1.13], [0.70, -3.28, -0.05], [0.58, -3.08, -2.12], [-0.21, -1.79, -1.00], [1.54, -3.86, 0.05], [0.33, -2.97, 0.85], [0.72, 2.25, 0.75], [-0.56, 1.54, 0.46], [-1.64, 1.89, -0.23], [1.10, 1.94, 1.71], [0.57, 3.32, 0.58], [1.53, 1.96, 0.05], [-0.81, 0.71, 1.15], [-2.53, 1.28, -0.33], [-1.55, 2.86, -0.74]]
}

## S
{
  "formula": "C4H10N",
  "method": "wB97M-V/def2-TZVPD",
  "lumo_energy_ev": -5.3,
  "orbital_gap_ha": 0.304,
  "homo_ev": -13.6,
  "charge": 1,
  "elements": ["C", "C", "N", "H", "H", "H", "H", "H", "H", "C", "C", "H", "H", "H", "H"],
  "positions_angstrom": [[-0.67, 1.63, -0.98], [-1.20, 0.68, 1.24], [-1.28, 1.60, 0.37], [-0.07, 2.53, -1.09], [-1.50, 1.57, -1.68], [-0.06, 0.74, -1.11], [-0.62, -0.21, 1.05], [-1.74, 0.79, 2.18], [-2.04, 2.28, 0.51], [1.18, -1.65, 0.03], [2.07, -2.45, -0.54], [0.14, -1.95, -0.06], [1.43, -0.80, 0.64], [1.79, -3.32, -1.11], [3.13, -2.19, -0.48]]
}

Relative to the most stable structure, the computed energies are P 68.6; Q 0.0; R 17.3; S 2.2, all in kcal/mol.

## P
{
  "formula": "C39H45LiN6O3S2Si2",
  "method": "wB97M-V/def2-TZVPD",
  "lumo_energy_ev": 2.8,
  "orbital_gap_ha": 0.083,
  "homo_ev": 0.6,
  "charge": -2,
  "elements": ["Li", "S", "C", "N", "C", "C", "C", "C", "C", "C", "S", "H", "H", "H", "H", "C", "Si", "C", "C", "N", "C", "C", "C", "C", "C", "C", "N", "Si", "C", "C", "C", "H", "H", "H", "H", "H", "H", "H", "H", "H", "H", "H", "H", "H", "H", "H", "H", "H", "H", "H", "H", "H", "H", "N", "C", "O", "C", "C", "C", "N", "C", "C", "H", "H", "H", "H", "H", "H", "C", "O", "C", "C", "C", "C", "C", "C", "N", "C", "C", "C", "C", "C", "C", "C", "O", "H", "H", "H", "H", "H", "H", "H", "H", "H", "H", "H", "H", "H"],
  "positions_angstrom": [[-0.50, -0.38, 0.39], [-3.44, 0.79, -1.04], [-3.89, -0.66, -0.41], [-2.97, -1.63, -0.12], [-3.56, -2.83, 0.27], [-2.87, -3.99, 0.66], [-3.59, -5.02, 1.28], [-4.95, -4.89, 1.52], [-5.66, -3.75, 1.16], [-5.01, -2.75, 0.45], [-5.58, -1.22, -0.08], [-1.80, -4.07, 0.46], [-3.05, -5.90, 1.69], [-5.48, -5.75, 1.97], [-6.71, -3.64, 1.46], [3.45, 1.36, -1.22], [2.40, -0.03, -2.06], [3.71, -0.98, -3.03], [1.20, 0.63, -3.33], [1.59, -1.03, -0.89], [2.11, -2.17, -0.45], [3.42, -2.20, 0.10], [3.87, -3.16, 0.98], [2.98, -4.18, 1.36], [1.72, -4.24, 0.83], [1.31, -3.40, -0.24], [0.17, -3.59, -0.85], [-0.40, -4.32, -2.24], [0.74, -4.02, -3.74], [-2.12, -3.70, -2.80], [-0.60, -6.21, -2.10], [4.18, 1.79, -1.97], [4.07, 0.89, -0.40], [2.81, 2.18, -0.86], [4.38, -0.34, -3.65], [3.16, -1.71, -3.67], [4.38, -1.53, -2.34], [1.59, 1.01, -4.28], [0.55, 1.40, -2.92], [0.50, -0.17, -3.63], [4.01, -1.31, -0.12], [4.85, -3.12, 1.41], [3.25, -4.94, 2.13], [1.03, -5.04, 1.13], [1.03, -2.94, -3.87], [0.30, -4.35, -4.73], [1.70, -4.53, -3.56], [-2.23, -2.63, -2.45], [-2.87, -4.35, -2.33], [-2.29, -3.64, -3.89], [0.30, -6.71, -1.71], [-0.86, -6.68, -3.06], [-1.47, -6.44, -1.46], [-0.77, -1.45, 7.47], [-1.21, -0.40, 6.69], [-1.55, 0.68, 7.15], [-1.16, -0.62, 5.21], [-0.45, -1.65, 4.61], [-0.57, -1.76, 3.23], [-1.12, -0.85, 2.45], [-1.90, 0.07, 3.07], [-1.92, 0.26, 4.42], [-0.89, -1.34, 8.46], [-0.71, -2.35, 7.03], [0.13, -2.41, 5.17], [-0.09, -2.59, 2.70], [-2.44, 0.70, 2.40], [-2.46, 1.08, 4.89], [0.84, 4.63, -3.98], [0.68, 4.99, -2.57], [0.21, 6.22, -2.39], [0.03, 7.21, -3.37], [-0.53, 8.44, -3.12], [-0.92, 8.77, -1.82], [-0.66, 7.85, -0.78], [-0.16, 6.55, -1.06], [0.11, 5.74, 0.02], [0.04, 4.38, 0.08], [0.70, 3.65, 1.06], [1.54, 4.28, 2.04], [2.30, 3.54, 2.90], [2.42, 2.15, 2.80], [1.66, 1.48, 1.86], [0.72, 2.16, 1.04], [-0.09, 1.55, 0.26], [1.18, 3.59, -3.98], [1.61, 5.28, -4.40], [-0.09, 4.70, -4.58], [0.29, 7.02, -4.41], [-0.74, 9.11, -3.95], [-1.36, 9.75, -1.63], [-0.83, 8.16, 0.25], [0.36, 6.25, 0.88], [-0.44, 3.84, -0.72], [1.59, 5.37, 2.08], [2.93, 4.08, 3.60], [3.10, 1.61, 3.47], [1.76, 0.41, 1.75]]
}

## Q
{
  "formula": "C39H45LiN6O3S2Si2",
  "method": "wB97M-V/def2-TZVPD",
  "lumo_energy_ev": 3.3,
  "orbital_gap_ha": 0.087,
  "homo_ev": 0.9,
  "charge": -2,
  "elements": ["Li", "S", "C", "N", "C", "C", "C", "C", "C", "C", "S", "H", "H", "H", "H", "C", "Si", "C", "C", "N", "C", "C", "C", "C", "C", "C", "N", "Si", "C", "C", "C", "H", "H", "H", "H", "H", "H", "H", "H", "H", "H", "H", "H", "H", "H", "H", "H", "H", "H", "H", "H", "H", "H", "N", "C", "O", "C", "C", "C", "N", "C", "C", "H", "H", "H", "H", "H", "H", "C", "O", "C", "C", "C", "C", "C", "C", "N", "C", "C", "C", "C", "C", "C", "C", "O", "H", "H", "H", "H", "H", "H", "H", "H", "H", "H", "H", "H", "H"],
  "positions_angstrom": [[-3.37, 17.44, 9.50], [-1.14, 17.86, 10.62], [-0.39, 17.71, 9.12], [-0.92, 17.46, 7.92], [0.07, 17.28, 7.03], [-0.25, 17.03, 5.66], [0.87, 16.78, 4.78], [2.16, 16.83, 5.29], [2.44, 17.18, 6.58], [1.43, 17.45, 7.48], [1.44, 17.80, 9.19], [-1.29, 16.92, 5.30], [0.68, 16.42, 3.75], [2.97, 16.53, 4.63], [3.48, 17.35, 6.87], [-7.04, 17.39, 6.39], [-5.87, 16.22, 7.38], [-6.35, 14.43, 7.37], [-4.18, 16.27, 6.44], [-5.60, 16.97, 8.89], [-6.08, 16.52, 10.04], [-7.45, 16.72, 10.42], [-7.91, 16.32, 11.64], [-6.97, 16.00, 12.72], [-5.63, 15.89, 12.49], [-5.14, 15.93, 11.08], [-3.94, 15.54, 10.69], [-2.96, 14.37, 11.47], [-4.07, 12.97, 12.31], [-1.85, 15.19, 12.77], [-1.75, 13.64, 10.23], [-7.80, 16.95, 5.71], [-6.45, 18.05, 5.74], [-7.67, 18.01, 7.06], [-6.87, 14.35, 8.35], [-5.40, 13.82, 7.37], [-7.05, 14.19, 6.58], [-3.60, 17.22, 6.25], [-4.29, 15.83, 5.45], [-3.46, 15.58, 6.85], [-8.11, 17.23, 9.71], [-8.93, 16.32, 11.89], [-7.35, 15.94, 13.73], [-4.89, 15.68, 13.30], [-4.88, 12.84, 11.59], [-4.45, 13.17, 13.34], [-3.51, 12.05, 12.25], [-2.33, 15.96, 13.39], [-0.91, 15.56, 12.39], [-1.52, 14.32, 13.38], [-2.31, 13.07, 9.49], [-0.95, 12.97, 10.62], [-1.14, 14.42, 9.64], [-2.49, 7.76, 4.80], [-2.84, 9.11, 4.59], [-3.96, 9.44, 4.26], [-1.62, 10.01, 4.65], [-0.33, 9.61, 4.88], [0.65, 10.59, 5.20], [0.39, 11.89, 5.12], [-0.81, 12.26, 4.78], [-1.87, 11.38, 4.48], [-3.32, 7.18, 4.89], [-1.80, 7.70, 5.56], [-0.10, 8.61, 5.11], [1.61, 10.24, 5.53], [-1.04, 13.33, 4.77], [-2.84, 11.77, 4.20], [-0.59, 24.68, 12.56], [-1.77, 23.94, 12.22], [-1.94, 22.80, 12.95], [-2.11, 22.85, 14.34], [-2.18, 21.66, 15.12], [-2.13, 20.41, 14.49], [-2.16, 20.35, 13.08], [-2.05, 21.50, 12.27], [-2.34, 21.32, 10.87], [-3.07, 22.11, 10.09], [-3.74, 21.74, 8.86], [-4.29, 22.85, 8.09], [-4.91, 22.56, 6.88], [-4.90, 21.21, 6.36], [-4.49, 20.14, 7.13], [-3.92, 20.32, 8.42], [-3.52, 19.32, 9.17], [-0.36, 25.31, 11.73], [0.26, 23.97, 12.75], [-0.68, 25.23, 13.50], [-2.40, 23.83, 14.83], [-2.24, 21.75, 16.22], [-2.10, 19.47, 15.07], [-2.03, 19.43, 12.56], [-2.18, 20.37, 10.55], [-3.01, 23.21, 10.22], [-4.12, 23.86, 8.45], [-5.42, 23.33, 6.31], [-5.27, 21.15, 5.28], [-4.77, 19.11, 6.85]]
}

Relative to the most stable structure, the computed energies are P 0.0; Q 28.7, all in kcal/mol.

## P
{
  "formula": "C4H14N2O2",
  "method": "wB97M-V/def2-TZVPD",
  "smiles": "C[C@@H](O)CNCN.O",
  "lumo_energy_ev": 0.7,
  "orbital_gap_ha": 0.345,
  "homo_ev": -8.6,
  "charge": 0,
  "elements": ["C", "C", "C", "O", "N", "C", "N", "H", "H", "H", "H", "H", "H", "H", "H", "H", "H", "H", "H", "H", "H", "O"],
  "positions_angstrom": [[-1.15, -0.37, 1.20], [-1.62, 1.16, 1.26], [-2.30, 1.71, -0.06], [-2.44, 1.08, 2.36], [-0.09, -0.47, 0.20], [1.16, 0.02, 0.52], [2.34, -0.84, 0.16], [-1.11, -0.58, 2.32], [-1.94, -1.30, 0.93], [-0.85, 1.94, 1.64], [-1.50, 1.95, -0.63], [-2.85, 2.73, -0.06], [-2.92, 0.94, -0.55], [-3.11, 1.88, 2.27], [0.10, -1.43, -0.07], [1.41, 1.07, 0.23], [1.21, -0.10, 1.59], [3.03, -0.25, -0.33], [2.86, -1.26, 0.86], [3.97, -1.92, -5.39], [3.42, -1.45, -4.05], [3.19, -2.10, -4.71]]
}

## Q
{
  "formula": "C4H14N2O2",
  "method": "wB97M-V/def2-TZVPD",
  "smiles": "CCC/N=C\\N.O.O",
  "lumo_energy_ev": 0.6,
  "orbital_gap_ha": 0.370,
  "homo_ev": -9.5,
  "charge": 0,
  "elements": ["C", "C", "C", "N", "C", "N", "H", "H", "H", "H", "H", "H", "H", "H", "H", "H", "H", "H", "O", "H", "H", "O"],
  "positions_angstrom": [[0.70, -1.66, 2.37], [1.28, -1.21, 1.05], [1.57, 0.28, 0.96], [1.22, -0.32, -1.96], [0.50, 0.54, -1.15], [0.66, 0.88, 0.10], [0.35, -0.84, 3.00], [-0.10, -2.35, 2.14], [1.45, -2.16, 3.00], [2.19, -1.81, 1.03], [0.57, -1.46, 0.19], [2.63, 0.53, 0.78], [1.47, 0.73, 1.93], [0.72, -0.99, -2.39], [2.07, -0.83, -1.51], [-0.37, 1.02, -1.66], [-3.17, 1.59, -3.15], [-2.40, 2.74, -3.79], [-3.38, 2.40, -3.64], [-3.23, 0.48, 1.18], [-1.88, 1.27, 0.86], [-2.84, 1.17, 0.66]]
}

Relative to the most stable structure, the computed energies are P 37.0; Q 0.0, all in kcal/mol.

## P
{
  "formula": "C4H8S2",
  "method": "wB97M-V/def2-TZVPD",
  "smiles": "CC(C)SC=S",
  "lumo_energy_ev": 0.0,
  "orbital_gap_ha": 0.316,
  "homo_ev": -8.6,
  "charge": 0,
  "elements": ["C", "C", "C", "C", "H", "H", "H", "H", "H", "H", "H", "H", "S", "S"],
  "positions_angstrom": [[-0.40, 0.27, 1.82], [-0.17, -0.24, 0.34], [-1.29, -0.11, -0.64], [2.05, -0.08, -1.41], [-0.73, 1.36, 1.70], [-1.28, -0.14, 2.26], [0.50, 0.23, 2.42], [0.08, -1.29, 0.32], [-1.50, -0.96, -1.28], [-2.21, 0.06, -0.10], [-1.08, 0.80, -1.36], [1.44, -0.98, -1.64], [1.29, 0.71, -0.11], [3.29, 0.36, -2.32]]
}

## Q
{
  "formula": "C4H8S2",
  "method": "wB97M-V/def2-TZVPD",
  "lumo_energy_ev": -0.3,
  "orbital_gap_ha": 0.297,
  "homo_ev": -8.4,
  "charge": 0,
  "elements": ["C", "C", "C", "C", "H", "H", "H", "H", "H", "H", "H", "H", "S", "S"],
  "positions_angstrom": [[0.97, 1.25, 1.14], [0.43, 0.05, 0.31], [-1.07, -0.38, 0.62], [-0.14, -0.90, -2.10], [0.61, 2.28, 0.79], [0.47, 0.80, 2.00], [2.17, 1.10, 1.12], [1.10, -0.83, 0.56], [-1.70, -1.42, 0.30], [-0.95, -0.46, 1.72], [-2.02, 0.50, -0.01], [-1.14, -1.25, -1.34], [1.08, 0.37, -1.41], [0.18, -1.11, -3.72]]
}

## R
{
  "formula": "C4H8S2",
  "method": "wB97M-V/def2-TZVPD",
  "smiles": "CS[C@@H]1C[C@@H]1S",
  "lumo_energy_ev": 0.8,
  "orbital_gap_ha": 0.346,
  "homo_ev": -8.6,
  "charge": 0,
  "elements": ["C", "C", "C", "C", "H", "H", "H", "H", "H", "H", "H", "H", "S", "S"],
  "positions_angstrom": [[2.43, -0.16, 0.77], [0.19, 0.82, -0.66], [-0.35, 1.60, 0.51], [-1.27, 0.75, -0.34], [3.11, -1.06, 0.92], [3.02, 0.72, 0.46], [1.94, -0.02, 1.69], [0.46, 1.47, -1.49], [-0.21, 1.17, 1.57], [-0.27, 2.72, 0.38], [-1.87, 1.15, -1.18], [-1.03, -1.57, -0.28], [1.28, -0.62, -0.54], [-1.98, -0.80, 0.31]]
}

Relative to the most stable structure, the computed energies are P 0.0; Q 90.2; R 6.7, all in kcal/mol.